Formula: C16H17IrN9O4
Source: the Open Molecules 2025 dataset
Level of theory: wB97M-V/def2-TZVPD

Summary:
ΔE to the lowest compared entry with this formula, charge and spin = 1.0 kJ/mol
2S+1 = 2
highest occupied orbital energy (spin up / spin down) = -0.5036 / -0.5012 Ha
total charge = +2
total energy = -1517.36720 hartree

The geometry in XYZ format:
```
47
Properties=species:S:1:pos:R:3:forces:R:3:lowdin_spin:R:1
Ir -0.18996 0.18306 -0.68017 -0.1 -0.3 0.0 0.028
O 1.09405 0.71482 -2.24722 0.0 0.0 0.0 0.000
O 1.82952 -0.82642 -3.78312 0.0 0.0 0.0 0.000
O -3.49624 1.87629 3.28285 0.0 0.0 0.0 0.021
O -0.30566 1.83148 0.48431 0.0 0.1 0.0 0.031
N 0.22052 -1.38757 -1.99104 0.0 0.0 0.0 0.002
N 0.92844 -2.25217 -1.08587 0.0 0.0 0.0 0.024
N -1.61173 1.15455 -1.68474 0.0 0.2 0.1 0.000
N -4.01415 4.54115 -3.67662 0.0 0.0 0.0 0.000
N -3.23358 2.79099 -2.46971 0.0 0.0 0.1 0.000
N -1.19014 -0.37423 0.95822 0.0 0.0 0.0 0.230
N -1.78456 0.56894 1.67579 0.0 0.0 0.0 0.308
N 1.03925 -1.31160 0.14918 0.1 0.0 0.0 0.024
N -1.75753 4.09483 -3.76373 0.0 0.0 0.0 0.000
C -0.76800 -1.47907 1.63391 0.0 0.0 0.0 0.001
C -2.33447 1.98697 -2.05894 0.0 -0.1 -0.2 0.001
C 2.64291 -3.67151 -0.39476 0.0 0.0 0.0 0.004
C -2.84938 2.96623 2.87742 -0.1 0.0 0.0 0.038
C -1.78915 2.97481 1.93250 0.0 0.0 0.0 0.029
C -3.27056 4.17704 3.43827 0.0 0.0 0.0 -0.001
C 0.98640 -3.31650 1.53939 0.0 0.0 0.0 -0.010
C -2.97668 3.80379 -3.30420 0.0 0.0 0.0 0.000
C 2.19243 -2.89370 -1.38753 0.0 0.0 0.0 0.033
C -1.17884 4.21139 1.59530 0.0 0.0 0.0 0.005
C -1.60098 5.37926 2.15601 0.0 0.0 0.0 0.015
C 1.25189 -0.35150 -2.87994 0.1 0.0 0.0 0.000
C -1.29451 1.79010 1.31170 0.1 -0.1 0.0 0.036
C -2.66017 5.35259 3.08555 0.0 0.0 0.0 0.032
C 0.40254 -2.03995 1.21333 0.0 0.0 0.0 0.087
C 1.97475 -3.96811 0.87175 0.0 0.0 0.0 0.052
H -0.36164 4.20050 0.88788 0.0 0.0 0.0 0.000
H 3.57953 -4.18611 -0.57176 0.0 0.0 0.0 0.000
H 2.04947 -1.23005 0.29561 0.0 0.0 0.0 0.002
H -0.38987 -1.94081 -2.59221 0.0 0.0 0.0 0.000
H 0.58685 -3.80244 2.42203 0.0 0.0 0.0 -0.001
H 2.32545 -4.88100 1.33629 0.0 0.0 0.0 0.003
H -0.95954 3.55278 -3.48035 0.0 0.0 0.0 0.000
H 2.65803 -2.64848 -2.32989 0.0 0.0 0.0 0.002
H -1.60014 4.85595 -4.40272 0.0 0.0 0.0 0.000
H -1.31218 -1.79873 2.51515 0.0 0.0 0.0 -0.001
H -4.07913 4.14832 4.15512 0.0 0.0 0.0 -0.001
H -4.92663 4.29162 -3.33242 0.0 0.0 0.0 0.000
H 0.28286 -2.97862 -0.74217 0.0 0.0 0.0 0.001
H -1.12677 6.31585 1.90097 0.0 0.0 0.0 0.000
H -3.11242 1.07794 2.88314 0.0 0.0 0.0 0.002
H -2.99752 6.27710 3.53561 0.0 0.0 0.0 0.001
H -3.92897 5.32293 -4.30296 0.0 0.0 0.0 0.000
```
Positions in Å, forces in eV/Å.